Record 1
C8H32O9 | the ωB97M-V functional and the def2-TZVPD basis

```
49
Properties=species:S:1:pos:R:3:nbo_charge:R:1
O -2.259 2.099 3.875 -0.9614
O -0.923 3.918 2.303 -0.9607
O -2.417 -2.162 -3.177 -0.9299
O 4.215 -1.548 -2.507 -0.9711
O 2.445 3.221 1.280 -0.9734
O 3.124 0.726 -1.700 -0.9439
O 1.797 -3.666 -1.910 -0.9741
O -0.785 -3.897 -1.413 -0.9616
O 2.758 3.602 -2.292 -0.9559
C -1.980 0.572 -1.702 -0.6245
C 0.397 -0.546 2.202 -0.1622
C -1.541 -0.186 0.657 0.0446
C -1.158 -0.326 -0.783 -0.4514
C -0.883 -2.491 1.491 -0.6682
C -2.511 0.575 1.235 -0.4430
C 1.111 0.756 2.052 -0.6580
C -0.659 -1.051 1.526 -0.0604
H -1.806 -1.828 -3.902 0.4817
H 1.596 3.373 1.628 0.4874
H -1.224 -1.451 -0.850 0.2398
H 2.248 0.646 2.051 0.2266
H 3.223 1.591 -2.140 0.4921
H 1.940 4.123 -2.261 0.4791
H 4.034 -0.656 -2.187 0.4821
H -0.509 -2.835 2.419 0.2267
H -3.019 2.466 3.318 0.4905
H -1.710 0.505 -2.772 0.2071
H 3.139 3.202 1.980 0.4895
H -2.488 1.136 4.102 0.4923
H 0.998 1.226 3.016 0.2204
H -3.157 -1.825 -3.420 0.4591
H -1.879 -3.010 1.192 0.2204
H 2.860 3.270 -1.335 0.4822
H 2.637 0.950 -0.974 0.4664
H -0.888 3.566 1.445 0.4578
H -3.151 1.217 0.658 0.1908
H -2.582 0.752 2.256 0.1862
H -1.848 1.655 -1.724 0.2185
H -1.392 -3.428 -1.988 0.5054
H 0.817 -3.587 -1.710 0.4878
H 2.025 -4.370 -1.383 0.4534
H -1.230 -4.790 -1.363 0.4867
H -3.075 0.235 -1.535 0.2050
H -0.169 -3.122 0.886 0.2419
H 3.360 -1.868 -2.671 0.4684
H -1.063 3.147 2.874 0.4951
H 0.869 -1.237 2.953 0.1888
H -0.180 -0.002 -0.917 0.2172
H 0.893 1.351 1.216 0.2083
```

Summary:
spin multiplicity: 1
charge: 0
SMILES string: C=C(CC)/C(C)=C\C.O.O.O.O.O.O.O.O.O
orbital gap: 8.75 eV
energy relative to the best compared isomer or geometry (same formula, charge and spin): 65.0 kcal/mol
E_tot: -1001.01879 Ha
HOMO energy: -0.31909 Ha

=====

Record 2
C12H35KO6 | the ωB97M-V functional and the def2-TZVPD basis

```
54
Properties=species:S:1:pos:R:3:nbo_charge:R:1
K -0.804 0.353 -0.523 0.9328
O -2.753 1.423 1.252 -0.7299
O 0.651 -0.685 1.903 -0.7967
O 1.261 -0.205 -2.371 -0.7986
O 0.569 -2.214 -0.594 -1.0567
O 0.361 2.971 -0.012 -0.7505
O -2.926 0.472 -2.236 -0.7477
C -1.775 -0.792 -3.900 -0.6460
C -2.195 1.507 3.495 -0.6350
C 2.548 0.393 -2.373 -0.0573
C -3.074 -0.143 -3.492 -0.0659
C 1.971 -0.625 2.400 -0.0575
C -0.100 -3.452 -0.516 -0.0365
C -0.681 -3.805 0.857 -0.6367
C -3.275 1.114 2.505 -0.0612
C 2.993 0.674 -3.837 -0.6266
C 2.443 -2.071 2.761 -0.6436
C 1.183 2.460 1.013 -0.0733
C 1.611 3.614 1.908 -0.6337
H 0.552 1.805 1.614 0.1908
H -1.740 -0.944 -4.979 0.2169
H -4.187 1.674 2.709 0.1538
H 2.993 -0.255 -4.408 0.2104
H 4.004 1.078 -3.876 0.2022
H 2.043 4.390 1.276 0.1972
H -0.944 -0.112 -3.714 0.2333
H -3.780 0.846 -2.006 0.4704
H 2.050 1.947 0.597 0.1696
H 2.271 3.222 2.682 0.2229
H 3.239 -0.262 -1.843 0.1701
H 0.616 -4.190 -0.875 0.1298
H 1.853 0.027 3.265 0.1668
H 1.280 -1.019 -1.861 0.5326
H 1.862 -2.352 3.639 0.2059
H -3.822 -0.935 -3.456 0.1606
H 3.487 -2.147 3.066 0.2020
H 0.417 3.928 -0.069 0.4755
H 2.284 1.366 -4.293 0.2036
H -2.577 1.341 4.503 0.2107
H -0.873 -3.529 -1.280 0.1056
H -3.509 1.346 0.664 0.4633
H 2.463 1.329 -1.822 0.1475
H -1.563 -1.767 -3.462 0.2281
H -3.540 0.058 2.563 0.1624
H 2.556 -0.164 1.604 0.1539
H -1.365 0.801 3.469 0.2326
H 2.335 -2.767 1.929 0.2309
H -1.367 -4.629 0.660 0.1947
H 0.105 -4.053 1.571 0.1974
H -3.404 0.567 -4.250 0.1603
H -1.962 2.560 3.335 0.2129
H 0.681 -1.264 1.138 0.5098
H 0.757 4.065 2.414 0.2070
H -1.224 -2.949 1.256 0.1892
```

Summary:
spin multiplicity: 1
charge: 0
orbital gap: 6.60 eV
E_tot: -1529.53704 Ha
HOMO energy: -0.24991 Ha

=====

Record 3
C22H30AsCaCl2N2O6 | the ωB97M-V functional and the def2-TZVPD basis

```
64
Properties=species:S:1:pos:R:3:nbo_charge:R:1
As 0.092 -1.401 -1.238 0.9106
Ca 0.514 0.646 2.049 1.7332
Cl -1.335 -0.193 4.185 0.0028
Cl 1.442 0.507 4.775 -0.0361
O 2.444 -2.693 0.383 -0.6346
O -3.632 0.063 1.078 -0.5985
O -0.282 3.052 0.781 -0.5967
O 1.367 -1.417 1.807 -0.6839
O 1.910 2.823 2.643 -0.6218
O 3.271 4.221 1.525 -0.6426
N 2.508 0.830 0.983 -0.5255
N -1.256 0.197 0.909 -1.0605
C -1.233 3.458 2.964 -0.6355
C -0.873 -2.921 -0.438 -0.7451
C -3.948 -4.477 -3.005 -0.2184
C 4.425 0.989 -0.937 -0.1260
C -2.668 -5.012 -3.051 -0.2004
C 4.136 2.108 -0.162 -0.1860
C -2.451 0.132 1.002 0.7587
C -4.234 -3.458 -2.105 -0.1862
C -0.479 3.169 -0.629 -0.0657
C -1.948 -3.480 -1.324 0.0500
C 3.148 1.977 0.790 0.0917
C -1.674 -4.512 -2.218 -0.2564
C 2.786 -0.253 0.267 0.1170
C 2.043 -1.495 0.791 0.7939
C -1.228 -0.448 -2.291 -0.9493
C -3.243 -2.967 -1.268 -0.2578
C 0.915 -2.295 -2.774 -0.9775
C 0.696 2.593 -1.373 -0.6184
C -0.207 0.329 5.459 -0.3740
C 2.699 3.051 1.754 0.7988
C 3.762 -0.210 -0.714 -0.2114
C -1.332 3.724 1.482 -0.0636
H -0.604 4.226 -0.883 0.1781
H -0.176 -0.426 6.231 0.2466
H 4.666 3.041 -0.290 0.2590
H -4.721 -4.859 -3.660 0.2202
H -1.827 0.206 -1.663 0.2415
H -0.699 0.139 -3.041 0.2277
H 0.820 1.530 -1.149 0.2011
H 4.011 -1.078 -1.312 0.2308
H -1.261 4.796 1.277 0.1785
H -1.401 2.646 -0.901 0.1873
H -0.288 3.816 3.371 0.2201
H 1.521 -1.577 -3.326 0.2238
H -0.106 -3.664 -0.222 0.2365
H -0.524 1.290 5.838 0.2392
H 1.536 -3.139 -2.471 0.2203
H -2.296 3.372 1.102 0.1883
H 0.534 2.697 -2.447 0.2327
H -2.051 3.959 3.482 0.2401
H -2.443 -5.825 -3.730 0.2185
H -5.234 -3.047 -2.051 0.2197
H 2.948 4.861 2.178 0.5180
H -1.876 -1.172 -2.784 0.2437
H 5.183 1.048 -1.707 0.2470
H -1.282 -2.556 0.502 0.2478
H -0.679 -4.941 -2.250 0.2071
H 0.135 -2.666 -3.439 0.2418
H 3.175 -2.644 -0.245 0.4967
H -3.481 -2.183 -0.554 0.2240
H 1.613 3.126 -1.120 0.1955
H -1.327 2.387 3.168 0.1834
```

Summary:
spin multiplicity: 1
charge: +1
orbital gap: 6.55 eV
energy relative to the best compared isomer or geometry (same formula, charge and spin): 23.4 kcal/mol
E_tot: -5250.99241 Ha
HOMO energy: -0.38170 Ha

=====

Record 4
C2H5N2P | the ωB97M-V functional and the def2-TZVPD basis

```
10
Properties=species:S:1:pos:R:3:nbo_charge:R:1
P -1.980 0.227 -0.053 1.1648
N -1.248 -1.171 -0.077 -0.8895
N -0.578 1.230 -0.040 -0.9512
C 0.207 -1.074 -0.087 -0.2542
C 0.659 0.417 -0.008 -0.2623
H 0.537 -1.662 0.669 0.1985
H 0.667 -1.319 -1.093 0.1972
H 1.145 0.881 -0.900 0.2128
H 1.115 0.489 0.998 0.1942
H -0.524 1.982 0.591 0.3898
```

Summary:
spin multiplicity: 1
charge: 0
SMILES string: C1CNP=N1
orbital gap: 9.44 eV
energy relative to the best compared isomer or geometry (same formula, charge and spin): 3.8 kcal/mol
E_tot: -530.03633 Ha
HOMO energy: -0.32838 Ha

=====

Record 5
C6H12O | the ωB97M-V functional and the def2-TZVPD basis

```
19
Properties=species:S:1:pos:R:3:nbo_charge:R:1
O -1.107 2.148 0.600 -0.5193
C 1.427 -0.011 -0.344 -0.3840
C 2.340 1.067 0.235 -0.6101
C -0.001 0.027 0.221 -0.3351
C -0.844 -1.147 -0.302 -0.3831
C -0.666 1.329 -0.169 0.4525
C -2.233 -1.230 0.329 -0.6103
H -2.161 -1.340 1.417 0.2080
H 1.381 0.083 -1.439 0.1987
H 1.852 -1.002 -0.142 0.2091
H 0.029 0.002 1.318 0.2147
H 1.970 2.075 0.017 0.2080
H -0.931 -1.068 -1.396 0.1987
H -0.735 1.496 -1.271 0.0991
H -2.824 -0.329 0.131 0.2091
H 3.351 0.987 -0.177 0.2136
H 2.412 0.974 1.325 0.2080
H -2.788 -2.088 -0.061 0.2133
H -0.295 -2.078 -0.109 0.2091
```

Summary:
spin multiplicity: 1
charge: 0
SMILES string: CCC(C=O)CC
orbital gap: 10.79 eV
energy relative to the best compared isomer or geometry (same formula, charge and spin): 8.5 kcal/mol
E_tot: -311.04576 Ha
HOMO energy: -0.35576 Ha

=====

Record 6
C15H18O | the ωB97M-V functional and the def2-TZVPD basis

```
34
Properties=species:S:1:pos:R:3:nbo_charge:R:1
O -3.337 -2.071 -2.778 -0.6906
C -2.418 -0.433 0.513 -0.2291
C -3.014 -1.155 -1.813 0.2846
C 1.288 -1.062 0.157 -0.2308
C -2.598 2.291 1.748 -0.6293
C -1.872 0.979 -1.486 -0.2198
C 2.403 -1.341 0.852 -0.1805
C -2.901 -1.375 -0.418 -0.2699
C 3.828 0.251 -0.381 -0.2182
C 4.796 -1.115 1.491 -0.6178
C 3.654 -0.650 0.614 -0.0330
C 1.491 -0.050 -0.811 -0.2317
C -1.495 1.799 0.886 -0.4280
C -2.518 0.090 -2.350 -0.2544
C -1.897 0.775 -0.083 -0.0132
C 2.675 0.554 -1.192 -0.2135
H -2.562 -0.664 1.527 0.2212
H 4.844 0.487 -0.785 0.2147
H 4.498 -0.868 2.545 0.2111
H -3.219 -2.387 -0.045 0.2003
H -3.089 3.144 1.224 0.2050
H 0.534 -0.056 -1.451 0.2243
H -3.472 1.791 2.157 0.2298
H 2.410 -2.001 1.794 0.1976
H 4.947 -2.124 1.513 0.2132
H -2.063 2.930 2.521 0.2120
H 5.721 -0.570 1.255 0.2113
H -1.592 2.057 -1.791 0.2214
H -0.905 2.671 0.455 0.2258
H 0.347 -1.378 0.584 0.2283
H 2.759 1.324 -2.030 0.2239
H -0.819 1.044 1.512 0.2095
H -3.726 -2.911 -2.510 0.4908
H -2.700 0.022 -3.422 0.2350
```

Summary:
spin multiplicity: 1
charge: 0
SMILES string: CCc1ccc(O)cc1.Cc1ccccc1
orbital gap: 8.82 eV
energy relative to the best compared isomer or geometry (same formula, charge and spin): 69.4 kcal/mol
E_tot: -657.50641 Ha
HOMO energy: -0.29626 Ha